No. 1
ORCA calculation (the ωB97M-V functional and the def2-TZVPD basis) on 5 unconnected molecules or ions with the total composition C43H77N8O7.

As for the spin multiplicity: 1. As for the HOMO-LUMO gap: 8.775 eV. The charge is +1. The LUMO energy comes out at -2.3 eV.

Geometry (Å):
C  -0.0240  -6.0091  -1.2253
O  0.9342  -6.8357  -0.6039
C  2.2348  -6.7834  -1.1270
C  3.1831  -6.7771  0.0473
C  3.1703  -5.3775  0.6682
C  4.3476  -4.5641  0.1776
C  4.3422  -3.1189  0.6432
C  3.0132  -2.4229  0.4088
C  3.0998  -0.9356  0.7741
C  1.8721  -0.1378  0.3212
C  0.9199  0.2940  1.4428
C  0.4289  -0.9158  2.2387
C  -0.6019  -1.6531  1.4351
O  -0.3689  -2.2999  0.4248
O  -1.8954  -1.5254  1.9442
C  -2.6798  -0.5722  1.2971
C  -2.6847  -0.5373  -0.2082
O  -3.3531  0.1877  1.9725
C  1.4305  1.4446  2.3082
C  2.5098  1.1093  3.3263
O  2.0229  0.2868  4.3850
N  2.7300  -0.9308  4.4197
O  2.2700  -1.6652  5.1901
C  1.9519  2.5781  1.4330
C  2.8141  2.1890  0.2473
C  2.9463  3.4305  -0.6608
C  4.3036  3.5695  -1.3092
N  5.3236  4.0039  -0.6991
N  2.2315  1.0502  -0.5256
C  3.0653  0.7124  -1.7308
C  2.4958  1.3510  -3.0113
C  1.7056  0.4122  -3.9230
C  2.5622  -0.6391  -4.5922
N  1.8359  -1.8971  -4.8275
C  2.7761  -2.9445  -5.3129
C  0.8524  -1.6880  -5.8342
C  -0.0088  -2.8654  -6.1816
O  0.7207  -0.6175  -6.4122
H  -0.6586  -5.6080  -0.4518
H  -0.6647  -6.5704  -1.8976
H  0.4220  -5.1649  -1.7426
H  2.4194  -5.8728  -1.7003
H  2.4225  -7.6242  -1.7943
H  2.7829  -7.5003  0.7464
H  4.1826  -7.0720  -0.2505
H  3.1980  -5.4837  1.7471
H  2.2048  -4.9383  0.4328
H  5.2350  -5.0488  0.5705
H  4.4444  -4.5786  -0.9063
H  5.1077  -2.5351  0.1345
H  4.5905  -3.1001  1.7000
H  2.2912  -2.8468  1.1005
H  2.5980  -2.6023  -0.5810
H  4.0151  -0.5528  0.3315
H  3.1984  -0.9407  1.8469
H  1.2765  -0.7862  -0.3100
H  0.0377  0.6784  0.9229
H  1.2009  -1.5919  2.5745
H  -0.0670  -0.5457  3.1285
H  -1.8843  0.1197  -0.5298
H  -3.6329  -0.1558  -0.5394
H  -2.4934  -1.5227  -0.6115
H  0.5792  1.8382  2.8529
H  2.8041  2.0424  3.7946
H  3.4123  0.6937  2.8998
H  2.5830  3.1965  2.0595
H  1.1345  3.2067  1.0895
H  3.8224  1.9095  0.5279
H  2.8235  4.2840  -0.0057
H  2.1257  3.4908  -1.3661
H  4.4102  3.3005  -2.3528
H  5.0676  4.2502  0.2598
H  1.3557  1.4014  -0.9152
H  3.0903  -0.3585  -1.8694
H  4.0862  1.0178  -1.5556
H  3.3435  1.6885  -3.5885
H  1.8281  2.1653  -2.7593
H  1.3200  1.0460  -4.7108
H  0.8345  -0.0057  -3.4226
H  3.4296  -0.8956  -3.9917
H  2.9376  -0.2725  -5.5448
H  2.4262  -3.9327  -5.0612
H  3.7609  -2.7739  -4.9080
H  2.8703  -2.8932  -6.3960
H  -1.0518  -2.6177  -6.0548
H  0.2472  -3.7477  -5.6219
H  0.1591  -3.0755  -7.2316
C  0.0553  2.9047  -6.9933
C  -0.1929  4.1582  -6.1602
C  1.0502  5.0458  -6.0279
C  2.1096  4.3718  -5.2798
N  2.9374  3.8482  -4.6814
H  0.8043  2.2561  -6.5369
H  -0.8632  2.3273  -7.0885
H  0.3957  3.1607  -7.9975
H  -0.5462  3.8771  -5.1656
H  -0.9883  4.7435  -6.6229
H  0.7968  5.9702  -5.5067
H  1.4238  5.3300  -7.0123
C  -5.4686  -5.4912  2.3002
C  -5.7820  -6.6155  1.3200
C  -4.5246  -7.2905  0.7626
C  -3.7183  -6.3816  -0.0494
N  -3.0865  -5.6688  -0.6898
H  -4.9216  -4.6818  1.8146
H  -6.3885  -5.0713  2.7053
H  -4.8691  -5.8550  3.1364
H  -6.3871  -6.2283  0.4988
H  -6.3805  -7.3754  1.8237
H  -4.8064  -8.1436  0.1438
H  -3.9114  -7.6789  1.5773
C  -3.0619  5.1769  4.1200
C  -3.5095  4.2464  2.9997
C  -2.3917  3.3215  2.5044
C  -1.2957  4.0657  1.8813
N  -0.4360  4.6499  1.3893
H  -2.2814  5.8617  3.7839
H  -3.9038  5.7771  4.4630
H  -2.6784  4.6114  4.9723
H  -3.8961  4.8360  2.1677
H  -4.3310  3.6235  3.3541
H  -2.7932  2.6164  1.7733
H  -1.9988  2.7289  3.3335
C  -6.0265  5.9452  7.8665
C  -6.2500  7.4528  7.8216
C  -7.2659  7.8747  6.7550
C  -6.7991  7.5814  5.4016
N  -6.4327  7.3505  4.3389
H  -5.6036  5.5779  6.9298
H  -5.3339  5.6873  8.6671
H  -6.9627  5.4151  8.0491
H  -5.2997  7.9591  7.6455
H  -6.6145  7.7912  8.7923
H  -7.4566  8.9462  6.8292
H  -8.2192  7.3710  6.9211

No. 2
ORCA calculation (the ωB97M-V functional and the def2-TZVPD basis) on a single C6H10O molecule.

As for the spin multiplicity: 1. As for the HOMO-LUMO gap: 10.233 eV. The charge is 0. As for the SMILES: O[C@@H]1C=CCCC1. The LUMO energy comes out at 1.0 eV.

Geometry (Å):
O  2.3872  -0.8218  -0.0433
C  1.1075  -0.2704  -0.1552
C  0.9817  1.0542  0.5032
C  -0.1589  1.6640  0.1757
C  -1.1539  0.8005  -0.6534
C  -1.3484  -0.4652  0.2188
C  0.0008  -1.1938  0.3824
H  2.3139  -1.6648  -0.5079
H  0.8167  -0.0445  -1.1932
H  1.7372  1.4126  1.2003
H  -0.4219  2.5928  0.6912
H  -0.7918  0.4494  -1.6426
H  -2.0781  1.3222  -0.9002
H  -1.6962  -0.0980  1.1845
H  -2.1143  -1.1418  -0.1641
H  0.2034  -1.4381  1.4316
H  0.0214  -2.1385  -0.1822

No. 3
ORCA calculation (the ωB97M-V functional and the def2-TZVPD basis) on 5 unconnected molecules or ions with the total composition C28H78N12O6P4.

As for the spin multiplicity: 2. As for the HOMO-LUMO gap (spin up / spin down): 1.942 / 8.457 eV. The charge is -1. The LUMO energy (spin up / spin down) comes out at 2.2 / 2.2 eV. The expectation value of S² is 0.751.

Geometry (Å):
O  -2.4446  -5.0375  5.9140
P  -2.6209  -3.7900  5.1467
N  -1.1703  -3.1754  4.4719
C  -0.0133  -4.1165  4.3889
C  -1.1899  -1.9436  3.6468
N  -3.2593  -2.5054  6.0777
C  -2.3906  -2.1637  7.2089
C  -4.6236  -2.3916  6.3816
N  -3.6948  -4.0304  3.7989
C  -3.4632  -5.1706  2.9439
C  -4.2024  -2.8633  3.0840
H  -0.1395  -4.7750  3.5294
H  0.1603  -4.7666  5.2464
H  0.8996  -3.5315  4.2766
H  -0.1858  -1.5315  3.5457
H  -1.7763  -1.1225  4.0592
H  -1.6287  -2.0636  2.6563
H  -1.3424  -2.1974  6.9119
H  -2.5415  -1.1452  7.5668
H  -2.4855  -2.8027  8.0868
H  -4.8490  -2.4567  7.4460
H  -5.0084  -1.3912  6.1838
H  -5.1940  -3.1635  5.8650
H  -4.2836  -5.2124  2.2274
H  -2.5822  -4.9346  2.3471
H  -3.2526  -6.0885  3.4927
H  -4.1350  -2.0010  3.7473
H  -5.2284  -2.9889  2.7382
H  -3.5833  -2.6855  2.2047
O  -4.5416  5.6072  1.8339
P  -3.3509  4.7039  1.6151
N  -1.9858  5.2808  2.5688
C  -1.9717  6.6490  3.1627
C  -0.9173  4.3664  3.0646
N  -2.6217  4.7734  0.0370
C  -1.2875  4.2975  -0.3551
C  -3.1784  5.6353  -1.0341
N  -3.5642  3.1068  2.0834
C  -4.3554  2.1904  1.2424
C  -3.7114  2.8514  3.5392
H  -2.5162  7.3466  2.5263
H  -0.9745  7.0620  3.3146
H  -2.4375  6.5593  4.1440
H  0.0803  4.7703  2.8920
H  -0.9747  3.3875  2.5885
H  -0.9952  4.3258  4.1510
H  -0.9878  3.4461  0.2560
H  -1.1602  4.0218  -1.4019
H  -0.5788  5.0743  -0.0680
H  -4.2197  5.7193  -0.7230
H  -2.6893  6.6086  -0.9965
H  -3.0546  5.1264  -1.9900
H  -5.0978  1.5656  1.7390
H  -4.8138  2.8440  0.5002
H  -3.8029  1.4552  0.6573
H  -4.7544  3.0526  3.7836
H  -3.0366  3.4504  4.1507
H  -3.4426  1.8229  3.7804
O  5.7351  1.9578  1.0261
P  4.3772  1.7723  0.3810
N  4.1053  0.1319  -0.2645
C  4.7973  -1.0953  0.3219
C  2.9464  -0.2126  -1.0685
N  4.0854  2.7669  -0.9937
C  5.1275  3.7806  -1.4240
C  2.7996  2.9455  -1.6568
N  3.0229  1.9956  1.4593
C  2.4684  3.2918  1.7384
C  2.5715  0.9609  2.3414
H  5.8701  -0.9023  0.3101
H  4.8493  -1.9646  -0.3336
H  4.6561  -1.3727  1.3665
H  3.0583  0.1818  -2.0785
H  2.0046  0.0945  -0.6139
H  2.9654  -1.2864  -1.2550
H  4.6294  4.7339  -1.6008
H  5.7863  3.9832  -0.5796
H  5.7409  3.4805  -2.2736
H  2.2462  3.8567  -1.4299
H  2.9797  3.0455  -2.7271
H  2.1365  2.0994  -1.4762
H  1.4871  3.4443  1.2891
H  2.4172  3.4497  2.8157
H  3.1028  4.0458  1.2724
H  2.9778  1.0133  3.3514
H  2.8624  0.0139  1.8867
H  1.4877  1.0016  2.4505
O  3.2164  -1.0999  -7.3510
P  2.6070  -2.1280  -6.4759
N  1.2970  -2.9639  -7.1968
C  0.5126  -3.9707  -6.6046
C  0.7910  -2.4868  -8.4449
N  1.9638  -1.5008  -4.9523
C  1.3922  -2.3645  -3.9996
C  1.5815  -0.0768  -4.8211
N  3.6813  -3.3997  -6.0153
C  4.0059  -4.4566  -7.0005
C  4.6339  -3.2520  -4.8609
H  -0.4062  -3.4578  -6.3202
H  1.0090  -4.3539  -5.7131
H  0.2834  -4.7584  -7.3222
H  0.0141  -3.1790  -8.7694
H  1.5636  -2.3993  -9.2088
H  0.3918  -1.4835  -8.2961
H  0.3132  -2.2823  -4.1305
H  1.6862  -3.3988  -4.1780
H  1.6597  -2.0116  -3.0037
H  0.6072  0.1866  -5.2327
H  1.6283  0.2728  -3.7897
H  2.2721  0.5340  -5.4025
H  4.4510  -3.9891  -7.8788
H  4.6129  -5.2544  -6.5724
H  3.1337  -4.9465  -7.4333
H  4.8703  -4.2374  -4.4595
H  4.1127  -2.6640  -4.1055
H  5.5523  -2.7220  -5.1134
O  0.1184  -2.6943  -1.0312
C  -0.4326  -1.6380  -0.8401
O  -0.9591  -1.2841  0.3411
C  -1.7713  -0.1461  0.2747
C  -1.3851  0.5416  -1.0064
C  -0.6973  -0.5552  -1.8787
H  -1.4412  0.4447  1.1292
H  -2.8397  -0.3599  0.3057
H  -0.6545  1.2342  -0.5887
H  -2.1858  1.0858  -1.5072
H  0.1106  -0.0993  -2.4510
H  -1.4242  -0.9525  -2.5870